(1)
Computed, not measured: a structure of composition C48H59N6O2PSSr in a non-equilibrium geometry, with ωB97M-V with the def2-TZVPD basis set.

Atoms and positions in Å:
Sr -0.43 0.45 -0.50
C 1.23 -1.23 5.21
C 0.11 -1.38 4.18
C -0.85 -2.50 4.59
C -0.57 -0.04 4.09
C -1.37 0.36 5.15
C -1.92 1.63 5.21
C -1.61 2.54 4.22
C -0.81 2.18 3.15
C -0.33 3.22 2.15
C 0.88 3.95 2.74
C -1.42 4.20 1.74
C -0.32 0.86 3.04
N 0.39 0.50 1.88
C 1.71 0.55 1.94
O 2.41 0.75 2.94
C 2.40 0.44 0.60
C 3.71 0.89 0.46
C 4.30 0.86 -0.79
C 3.58 0.35 -1.86
C 2.27 -0.07 -1.63
N 1.72 -0.03 -0.43
C 1.46 -0.51 -2.82
O 2.07 -0.99 -3.78
N 0.15 -0.29 -2.75
C -0.52 -0.31 -3.99
C -1.42 -1.32 -4.37
C -2.06 -1.25 -5.61
C -1.79 -0.23 -6.50
C -0.88 0.74 -6.14
C -0.25 0.73 -4.91
C 0.73 1.84 -4.60
C 0.09 3.21 -4.83
C 1.99 1.65 -5.44
C -1.72 -2.55 -3.54
C -0.45 -3.35 -3.26
C -2.46 -2.21 -2.24
H 1.77 -2.16 5.34
H 0.83 -0.92 6.17
H 1.93 -0.47 4.87
H 0.56 -1.62 3.22
H -1.14 -2.40 5.64
H -0.37 -3.47 4.48
H -1.75 -2.49 3.98
H -1.55 -0.32 5.97
H -2.53 1.91 6.05
H -1.99 3.55 4.31
H 0.01 2.69 1.26
H 0.61 4.48 3.65
H 1.28 4.66 2.02
H 1.66 3.23 2.99
H -1.72 4.82 2.58
H -2.29 3.66 1.36
H -1.05 4.86 0.96
H 4.22 1.28 1.33
H 5.31 1.23 -0.93
H 3.98 0.29 -2.86
H -2.75 -2.03 -5.90
H -2.28 -0.20 -7.46
H -0.64 1.52 -6.86
H 1.01 1.77 -3.55
H -0.09 3.40 -5.88
H 0.74 4.00 -4.44
H -0.87 3.26 -4.30
H 1.78 1.76 -6.50
H 2.39 0.66 -5.27
H 2.75 2.39 -5.16
H -2.40 -3.17 -4.14
H 0.26 -2.73 -2.72
H 0.02 -3.66 -4.19
H -0.68 -4.23 -2.66
H -1.79 -1.68 -1.56
H -2.79 -3.13 -1.76
H -3.32 -1.58 -2.46
C 0.25 7.09 -0.67
N 0.19 5.72 -1.12
C 1.14 4.79 -0.88
N 2.24 5.14 -0.19
S 0.98 3.24 -1.44
H -0.69 7.58 -0.92
H 1.06 7.64 -1.16
H 0.39 7.14 0.41
H -0.60 5.42 -1.66
H 2.48 6.09 0.01
H 2.90 4.41 0.00
C 1.08 -5.43 -0.23
P 0.62 -3.63 -0.07
C 1.85 -3.29 1.25
C 1.79 -3.80 2.54
C 2.84 -3.59 3.41
C 3.94 -2.84 3.02
C 4.02 -2.35 1.72
C 2.98 -2.59 0.84
C -1.00 -3.75 0.78
C -1.81 -4.88 0.72
C -3.13 -4.83 1.15
C -3.67 -3.63 1.61
C -2.87 -2.50 1.66
C -1.55 -2.56 1.26
H 0.53 -5.90 -1.05
H 0.90 -5.97 0.70
H 2.14 -5.47 -0.47
H 0.93 -4.37 2.85
H 2.82 -4.01 4.41
H 4.74 -2.65 3.71
H 4.89 -1.80 1.41
H 3.05 -2.26 -0.18
H -1.43 -5.82 0.33
H -3.74 -5.72 1.12
H -4.70 -3.59 1.91
H -3.26 -1.57 2.05
H -0.92 -1.68 1.33
C -5.56 0.51 -0.18
C -4.15 0.69 -0.17
N -3.01 0.84 -0.16
H -5.93 0.55 -1.20
H -6.04 1.29 0.42
H -5.81 -0.47 0.25

Summary:
**Energy**: -3113.904283 Eh
**Kohn-Sham gap**: 0.277 Eh
**HOMO level**: -7.541 eV
**Total charge**: 0
**Multiplicity**: 1
**Energy relative to the best compared isomer or geometry (same formula, charge and spin)**: 198.2 kJ/mol



(2)
Computed, not measured: an isolated molecule of C20H22N4O4 in a non-equilibrium geometry, with ωB97M-V with the def2-TZVPD basis set.

Atoms and positions in Å:
C 3.85 5.66 0.61
H 4.68 5.17 0.09
O 3.55 4.86 1.72
C 2.48 5.37 2.49
C 2.23 4.40 3.64
N 1.83 3.11 3.13
C 0.57 2.64 3.26
O -0.29 3.18 3.91
C 0.35 1.33 2.53
C 1.15 0.28 2.78
C 1.04 -1.05 2.21
C 0.45 -1.28 0.97
C 0.36 -2.57 0.44
C 0.85 -3.65 1.20
C 1.46 -3.42 2.42
C 1.57 -2.14 2.92
H 2.05 -1.97 3.87
H 1.86 -4.25 2.98
H 0.77 -4.65 0.81
C -0.23 -2.84 -0.85
C -0.41 -1.99 -1.88
C 0.04 -0.66 -1.93
N 0.42 0.42 -2.06
C -1.07 -2.53 -3.12
O -1.29 -3.72 -3.26
N -1.36 -1.60 -4.06
H -1.25 -0.62 -3.83
C -2.13 -1.92 -5.23
C -3.60 -1.45 -5.08
O -4.22 -1.91 -3.91
C -4.49 -3.29 -3.87
H -5.01 -3.62 -4.78
H -5.13 -3.45 -3.01
H -3.57 -3.88 -3.74
H -4.15 -1.77 -5.97
H -3.62 -0.36 -5.01
H -1.69 -1.44 -6.10
H -2.09 -3.01 -5.35
H -0.56 -3.86 -1.02
H 0.06 -0.45 0.41
H 1.93 0.41 3.52
C -0.78 1.33 1.70
N -1.72 1.39 1.03
H 2.47 2.70 2.46
H 1.42 4.76 4.28
H 3.14 4.29 4.23
H 2.74 6.37 2.89
H 1.58 5.47 1.88
H 4.16 6.67 0.91
H 3.00 5.74 -0.07

Summary:
**Energy**: -1295.266692 Eh
**Kohn-Sham gap**: 0.312 Eh
**HOMO level**: -9.214 eV
**Total charge**: 0
**Multiplicity**: 1
**Structure (SMILES)**: COCCNC(=O)/C(C#N)=C/c1cccc(/C=C(\C#N)C(=O)NCCOC)c1
**Energy relative to the best compared isomer or geometry (same formula, charge and spin)**: 351.3 kJ/mol



(3)
Computed, not measured: a structure of composition C7H12N2OS2 in a non-equilibrium geometry, with ωB97M-V with the def2-TZVPD basis set.

Atoms and positions in Å:
C 1.35 0.46 3.75
C 0.26 0.25 2.89
C 2.77 1.04 3.66
C 1.14 1.39 0.05
C 1.26 -1.22 0.20
C 1.43 0.07 -2.11
C 0.96 0.02 -0.61
N 1.00 0.02 4.99
N -0.09 -0.48 5.20
O -1.38 1.14 -1.30
S -0.99 -0.48 3.82
S -0.94 -0.07 -0.57
H 3.47 0.42 3.09
H 2.70 2.21 3.36
H 3.12 1.03 4.62
H 2.20 1.69 -0.01
H 0.59 2.08 -0.50
H 0.71 1.42 1.07
H 0.51 -1.96 -0.01
H 1.35 -1.05 1.35
H 2.27 -1.56 0.00
H 2.47 -0.05 -2.35
H 0.93 -0.79 -2.54
H 1.24 0.95 -2.69

Summary:
**Energy**: -1254.834112 Eh
**Kohn-Sham gap (spin up / spin down)**: 0.319 / 0.244 Eh
**HOMO level (spin up / spin down)**: -9.628 / -8.876 eV
**Total charge**: 0
**Multiplicity**: 1
**Energy relative to the best compared isomer or geometry (same formula, charge and spin)**: 604.5 kJ/mol



(4)
Computed, not measured: an isolated molecule of C6H9N in a non-equilibrium geometry, with ωB97M-V with the def2-TZVPD basis set.

Atoms and positions in Å:
C 1.82 0.87 1.83
C 1.39 -0.09 0.82
C 1.11 -0.88 -0.05
C 0.08 -1.52 -0.88
C -1.13 -0.58 -0.23
C -1.20 0.77 -0.80
N -2.45 0.06 -0.55
H 1.48 1.89 1.61
H 2.91 0.88 1.85
H 1.47 0.61 2.84
H 0.11 -2.61 -0.71
H 0.31 -1.41 -1.94
H -1.02 -0.86 0.79
H -0.99 0.76 -1.87
H -0.94 1.73 -0.34
H -2.88 0.42 0.32

Summary:
**Energy**: -288.611219 Eh
**Kohn-Sham gap**: 0.358 Eh
**HOMO level**: -8.855 eV
**Total charge**: 0
**Multiplicity**: 1
**Structure (SMILES)**: CC#CC[C@H]1CN1
**Energy relative to the best compared isomer or geometry (same formula, charge and spin)**: 448.5 kJ/mol



Number 4 is which compound?
C6H9N